{
  "formula": "C55H67FeN4O8",
  "method": "ωB97M-V/def2-TZVPD",
  "multiplicity": 6,
  "e_homo_ev": [-6.84, -6.85],
  "total_energy_ev": -114852.961,
  "max_force_ev_per_a": 1.457,
  "species": ["Fe", "C", "O", "C", "C", "C", "C", "C", "C", "C", "C", "C", "C", "C", "C", "C", "C", "C", "C", "C", "C", "C", "C", "C", "C", "C", "C", "C", "C", "C", "C", "C", "C", "O", "C", "C", "C", "C", "C", "O", "C", "C", "C", "C", "C", "C", "O", "C", "C", "C", "C", "H", "H", "H", "H", "H", "H", "H", "H", "H", "H", "H", "H", "H", "H", "H", "H", "H", "H", "H", "H", "H", "H", "H", "H", "H", "H", "H", "H", "H", "H", "H", "H", "H", "H", "H", "H", "H", "H", "H", "H", "H", "H", "H", "H", "H", "H", "H", "H", "H", "H", "H", "H", "H", "H", "H", "H", "H", "H", "O", "C", "O", "C", "C", "N", "N", "C", "C", "O", "O", "H", "H", "H", "C", "N", "C", "C", "N", "C", "H", "H", "H", "H", "H", "H"],
  "coordinates": [[0.278788, 2.411943, -1.135041], [3.721100, 2.415120, -1.122145], [2.558445, 1.595262, -0.978852], [2.792137, 0.453773, -0.206771], [2.955431, -0.764426, -0.866205], [2.696343, -0.884589, -2.347047], [1.336999, -1.479386, -2.617766], [1.214619, -2.788476, -3.060344], [-0.019464, -3.368179, -3.344090], [-1.146900, -2.585981, -3.096029], [-1.065515, -1.277411, -2.655942], [-2.298542, -0.428338, -2.477311], [-2.700750, -0.338622, -1.027318], [-3.287314, -1.435199, -0.401672], [-3.667909, -1.404678, 0.930894], [-3.358960, -0.258188, 1.657789], [-2.782093, 0.856360, 1.072527], [-2.434601, 2.043568, 1.938202], [-1.182332, 1.780438, 2.733290], [-1.165678, 1.638874, 4.092232], [0.038077, 1.492721, 4.811410], [1.240345, 1.495387, 4.089903], [1.281755, 1.630596, 2.721711], [2.574716, 1.760297, 1.965882], [2.905436, 0.514188, 1.180386], [3.363794, -0.607666, 1.864693], [3.674803, -1.793996, 1.214787], [3.381024, -1.867759, -0.143146], [4.356120, -2.965587, 1.914114], [3.420922, -4.182485, 1.926589], [5.640799, -3.314607, 1.143921], [4.752375, -2.637710, 3.355965], [0.048864, 1.757255, 2.000052], [0.011175, 1.876362, 0.750735], [-0.013298, 1.383553, 6.324647], [-0.708848, 2.625396, 6.906354], [1.381584, 1.299315, 6.952485], [-0.793618, 0.115680, 6.707221], [-2.506894, 0.830228, -0.298080], [-2.065292, 1.988612, -0.951848], [-3.100524, 2.928245, -1.223010], [-4.443562, -2.532328, 1.605775], [-3.619377, -3.113850, 2.762864], [-5.761680, -1.959615, 2.153730], [-4.786033, -3.664723, 0.635309], [0.192096, -0.661035, -2.448589], [0.282172, 0.608949, -2.204916], [-0.165295, -4.742635, -3.992377], [-1.033398, -5.667343, -3.130072], [1.185100, -5.426146, -4.222413], [-0.824570, -4.556487, -5.370457], [4.216925, 2.569384, -0.163126], [4.420314, 1.950237, -1.823750], [3.385273, 3.377317, -1.496957], [2.740722, 0.110518, -2.791223], [3.465335, -1.515156, -2.796864], [2.126670, -3.356297, -3.200973], [-2.133943, -2.995580, -3.292808], [-2.080885, 0.573112, -2.849980], [-3.120262, -0.853016, -3.058254], [-3.464611, -2.319176, -1.000332], [-3.588224, -0.213764, 2.716922], [-2.232454, 2.910186, 1.308145], [-3.258958, 2.273267, 2.614092], [-2.105677, 1.666372, 4.630462], [2.181459, 1.404986, 4.615032], [2.460127, 2.608884, 1.291521], [3.377123, 1.968403, 2.675358], [3.478476, -0.526188, 2.938329], [3.504658, -2.802182, -0.679031], [3.134854, -4.469875, 0.914453], [3.917611, -5.032271, 2.399370], [2.511131, -3.956265, 2.485078], [5.419178, -3.670725, 0.138168], [6.280375, -2.434545, 1.058565], [6.195411, -4.096985, 1.665752], [3.878984, -2.432613, 3.977599], [5.275345, -3.491816, 3.788229], [5.419915, -1.775150, 3.393026], [-0.178876, 3.530667, 6.607065], [-1.744034, 2.707717, 6.575412], [-0.704928, 2.570206, 7.995563], [1.969919, 2.190322, 6.728490], [1.287655, 1.229474, 8.036283], [1.921638, 0.417044, 6.605269], [-1.814549, 0.139923, 6.325093], [-0.299908, -0.768437, 6.300690], [-0.839506, 0.020666, 7.792806], [-3.887440, 2.884063, -0.468360], [-2.650959, 3.921716, -1.219788], [-3.544231, 2.728143, -2.203380], [-3.356054, -2.347771, 3.493051], [-4.189867, -3.891361, 3.274943], [-2.693600, -3.553773, 2.388555], [-5.582513, -1.228255, 2.941907], [-6.324083, -1.469064, 1.357566], [-6.379860, -2.757725, 2.569456], [-3.881014, -4.133589, 0.245723], [-5.365207, -4.429331, 1.154602], [-5.384894, -3.298232, -0.199935], [-0.583860, -5.808341, -2.145783], [-2.037438, -5.265219, -2.989744], [-1.125099, -6.645050, -3.609639], [1.693863, -5.632872, -3.279315], [1.029924, -6.375270, -4.738455], [1.832728, -4.810852, -4.848470], [-1.824339, -4.131388, -5.280920], [-0.219285, -3.883588, -5.980587], [-0.905220, -5.513611, -5.892343], [0.502437, 8.313661, 0.074128], [-0.204867, 8.105541, -1.012024], [-0.668148, 9.003764, -1.677231], [-0.448236, 6.688122, -1.398396], [-1.312472, 6.293674, -2.396258], [-1.284394, 4.950634, -2.432609], [-0.449401, 4.432590, -1.528631], [0.066661, 5.472455, -0.890722], [1.135310, 5.164966, 0.111285], [1.507593, 6.029210, 0.922880], [1.545176, 3.988757, -0.005123], [0.896418, 7.464801, 0.460660], [-1.921274, 6.887541, -3.055884], [-1.741084, 4.340968, -3.085766], [0.854130, 0.835276, -6.650788], [0.229888, 1.749051, -5.718145], [-0.999089, 2.341113, -5.851846], [-1.219660, 3.004728, -4.680473], [-0.153316, 2.835646, -3.835142], [0.690873, 2.077075, -4.492718], [0.502005, 1.042176, -7.658535], [0.610387, -0.196439, -6.393030], [1.935453, 0.953190, -6.620553], [-1.590772, 2.257887, -6.746239], [-2.100203, 3.565853, -4.408505], [1.640218, 1.735754, -4.114865]],
  "forces_ev_per_angstrom": [[0.286, -0.813, -0.946], [0.027, 0.054, -0.064], [-0.232, 0.080, 0.499], [0.099, -0.257, -0.110], [0.105, 0.220, -0.109], [-0.127, 0.023, -0.017], [-0.109, 0.256, -0.012], [-0.163, -0.069, -0.009], [0.125, -0.023, 0.069], [0.018, -0.070, -0.045], [0.041, 0.178, -0.164], [0.030, -0.017, -0.065], [-0.002, 0.415, -0.138], [-0.027, -0.009, 0.138], [-0.042, -0.035, -0.047], [0.029, 0.043, -0.017], [-0.006, 0.079, -0.177], [0.192, -0.057, 0.002], [-0.559, 0.273, 0.319], [-0.155, 0.010, -0.163], [0.066, 0.002, -0.075], [0.098, -0.052, -0.012], [0.442, -0.001, 0.148], [-0.116, 0.027, -0.046], [0.026, 0.106, -0.160], [-0.069, -0.045, -0.047], [-0.036, 0.023, 0.056], [-0.036, 0.024, 0.006], [-0.021, -0.169, 0.046], [0.048, 0.086, 0.003], [-0.068, 0.033, 0.032], [-0.086, 0.018, -0.108], [0.068, -0.096, -0.310], [0.194, -0.085, 0.660], [0.123, -0.032, 0.213], [-0.011, -0.038, -0.109], [-0.074, -0.021, -0.107], [0.004, 0.050, -0.096], [-0.165, -0.236, -0.043], [0.027, -0.109, 0.270], [-0.155, 0.078, 0.066], [-0.041, -0.078, 0.083], [-0.014, 0.009, -0.069], [0.057, -0.027, -0.025], [0.097, 0.113, 0.045], [0.029, -0.633, -0.188], [0.137, 1.090, 0.958], [-0.028, -0.007, -0.080], [0.046, -0.003, -0.054], [-0.102, 0.059, 0.051], [0.037, -0.092, 0.062], [-0.016, -0.006, 0.005], [-0.024, -0.052, 0.036], [0.010, -0.007, -0.025], [0.094, -0.033, -0.042], [0.016, 0.034, -0.026], [0.018, 0.000, -0.044], [-0.013, 0.008, -0.019], [-0.052, -0.017, -0.066], [-0.027, 0.002, 0.012], [0.028, 0.006, -0.021], [-0.001, 0.017, 0.018], [-0.130, 0.075, 0.037], [0.015, 0.027, 0.001], [-0.008, 0.018, -0.001], [-0.002, 0.063, 0.021], [0.101, 0.078, 0.052], [-0.007, 0.036, -0.002], [0.076, 0.023, 0.005], [0.086, -0.001, -0.016], [-0.019, -0.025, -0.003], [-0.017, -0.033, -0.006], [-0.024, -0.028, -0.001], [0.013, 0.003, -0.019], [0.040, -0.014, -0.004], [-0.008, -0.018, 0.002], [-0.001, 0.014, 0.021], [0.005, -0.001, 0.019], [0.007, 0.009, 0.042], [-0.028, 0.034, 0.014], [-0.007, 0.020, 0.001], [-0.019, -0.010, 0.018], [0.048, -0.023, -0.005], [-0.019, -0.019, 0.008], [0.051, 0.013, 0.015], [-0.013, -0.008, 0.006], [-0.021, -0.036, 0.027], [0.002, -0.002, 0.019], [0.026, -0.071, 0.009], [-0.404, -0.376, 0.235], [-0.044, -0.064, -0.023], [-0.006, 0.008, 0.018], [0.009, -0.013, 0.022], [0.015, -0.010, 0.010], [-0.016, 0.026, 0.007], [-0.026, -0.001, 0.002], [0.013, -0.017, 0.017], [-0.025, -0.031, -0.059], [0.007, -0.011, 0.015], [0.007, -0.035, -0.037], [0.001, 0.005, 0.016], [-0.006, 0.023, 0.006], [-0.041, -0.021, 0.020], [0.052, 0.017, -0.003], [-0.005, -0.027, 0.025], [0.055, -0.015, 0.013], [-0.010, 0.023, -0.009], [-0.027, 0.015, -0.036], [-0.024, -0.010, 0.005], [0.349, -0.102, 0.294], [-0.161, 0.038, -0.295], [-0.014, -0.097, 0.103], [-0.036, -0.316, 0.144], [0.083, -0.134, 0.035], [0.086, 0.594, -0.103], [0.039, 0.480, -0.012], [-0.066, 0.427, -0.057], [-0.082, 0.034, 0.161], [-0.133, 0.147, -0.294], [0.243, -0.639, 0.138], [-0.134, 0.091, -0.041], [-0.005, -0.017, -0.039], [0.136, 0.185, 0.216], [0.061, -0.237, -0.040], [-0.044, 0.162, 0.044], [-0.190, 0.024, 0.030], [0.209, -0.333, -0.257], [0.108, -0.102, -0.064], [-0.022, 0.134, 0.004], [0.019, 0.051, 0.013], [-0.018, 0.027, -0.003], [-0.018, 0.059, 0.001], [0.014, -0.086, -0.010], [-0.114, -0.138, -0.383], [-0.033, -0.087, -0.025]]
}